[1]
{"formula": "C10H14F2N", "method": "wB97M-V/def2-TZVPD", "homo_energy_ev": -13.04, "charge": 1, "smiles": "C[NH2+][C@]12C[C@@]1(C)C=CCC(F)=C2F", "lumo_energy_ha": -0.114, "relative_energy_kj_mol": 0.0, "symbols": ["C", "N", "C", "C", "C", "C", "C", "C", "C", "C", "F", "C", "F", "H", "H", "H", "H", "H", "H", "H", "H", "H", "H", "H", "H", "H", "H"], "xyz": [[-2.050, -1.416, -0.717], [-1.863, -0.530, 0.532], [-0.401, -0.146, 0.708], [-0.098, 0.992, 1.690], [0.156, 1.212, 0.223], [-0.848, 2.249, -0.385], [1.581, 1.398, -0.250], [2.316, 0.480, -0.898], [1.851, -0.975, -1.094], [1.528, -1.645, 0.201], [2.374, -2.644, 0.382], [0.369, -1.428, 0.844], [0.145, -2.065, 1.997], [-2.710, -2.263, -0.556], [-2.310, -0.768, -1.612], [-1.106, -2.004, -0.763], [-2.100, -1.186, 1.231], [-2.352, 0.348, 0.510], [0.722, 0.835, 2.301], [-0.961, 1.534, 1.938], [-1.696, 2.362, 0.290], [-1.094, 1.927, -1.435], [-0.254, 3.187, -0.339], [1.847, 2.459, -0.038], [3.251, 0.594, -1.354], [1.035, -1.090, -1.769], [2.668, -1.419, -1.637]]}

[2]
{"formula": "C10H14F4N2O4S", "method": "wB97M-V/def2-TZVPD", "homo_energy_ev": -9.00, "charge": 0, "smiles": "O[C@H]1[C@H](O)[C@@H]([C@H](O)C(F)(F)F)O[C@@H]2SC(NCCF)=N[C@H]12", "lumo_energy_ha": 0.010, "relative_energy_kj_mol": 203.7, "symbols": ["O", "C", "C", "O", "C", "C", "O", "C", "F", "F", "F", "O", "C", "S", "C", "N", "C", "C", "F", "N", "C", "H", "H", "H", "H", "H", "H", "H", "H", "H", "H", "H", "H", "H", "H"], "xyz": [[-1.859, -0.296, 1.272], [-0.432, -0.185, 1.054], [0.100, -1.536, 1.448], [-0.140, -1.970, 2.763], [1.610, -1.599, 1.031], [2.067, -2.894, 0.289], [1.531, -3.152, -1.018], [2.070, -4.050, 1.302], [2.816, -5.119, 0.821], [2.718, -3.643, 2.399], [0.870, -4.534, 1.801], [2.124, -0.422, 0.202], [1.309, 0.215, -0.733], [1.724, 1.988, -0.649], [0.048, 2.439, -0.809], [-0.413, 3.665, -1.212], [-1.844, 4.147, -1.293], [-2.832, 3.311, -2.140], [-4.067, 3.922, -2.085], [-0.855, 1.439, -0.746], [-0.136, 0.136, -0.378], [-2.298, 0.594, 0.911], [-0.070, 0.721, 1.695], [-0.362, -2.227, 0.758], [-1.033, -1.813, 3.098], [2.093, -1.452, 2.041], [3.048, -2.710, 0.148], [0.550, -3.280, -1.020], [1.349, -0.304, -1.727], [0.386, 4.337, -1.370], [-1.927, 5.104, -1.759], [-2.177, 4.327, -0.289], [-2.421, 3.265, -3.145], [-2.941, 2.265, -1.685], [-0.607, -0.689, -0.978]]}

[3]
{"formula": "C10H14N2O", "method": "wB97M-V/def2-TZVPD", "homo_energy_ev": [-8.69, -7.62], "charge": 0, "lumo_energy_ha": [-0.040, -0.034], "relative_energy_kj_mol": 360.5, "symbols": ["C", "C", "C", "C", "C", "C", "C", "C", "C", "C", "N", "N", "O", "H", "H", "H", "H", "H", "H", "H", "H", "H", "H", "H", "H", "H", "H"], "xyz": [[-0.734, -4.180, 0.852], [-1.875, -3.452, 0.637], [0.401, -3.308, 0.744], [-1.345, -2.130, 0.348], [-1.453, 0.386, -0.139], [-0.074, 0.418, -0.509], [2.287, 1.270, -0.472], [0.543, 2.384, 0.933], [0.360, 2.621, -1.585], [0.746, 1.742, -0.420], [0.019, -2.101, 0.463], [-2.002, -0.993, -0.005], [-2.190, 1.270, 0.182], [-0.702, -5.108, 1.416], [-2.955, -3.660, 0.723], [1.412, -3.512, 0.906], [0.422, -0.313, -1.146], [2.892, 2.175, -0.397], [2.474, 0.503, -1.276], [2.355, 0.947, 0.547], [1.293, 3.093, 1.075], [-0.345, 2.943, 1.002], [0.653, 1.646, 1.690], [1.118, 3.407, -1.645], [-0.667, 3.044, -1.364], [0.346, 1.994, -2.527], [-2.980, -1.087, -0.035]]}

[4]
{"formula": "C10H14N2O2", "method": "wB97M-V/def2-TZVPD", "homo_energy_ev": -8.16, "charge": 0, "smiles": "CC(=C=N)NC(=O)OC1=CCCCC1", "lumo_energy_ha": 0.023, "relative_energy_kj_mol": 208.0, "symbols": ["C", "C", "C", "N", "N", "C", "O", "O", "C", "C", "C", "C", "C", "C", "H", "H", "H", "H", "H", "H", "H", "H", "H", "H", "H", "H", "H", "H"], "xyz": [[2.250, 2.096, 1.448], [1.728, 1.054, 0.415], [0.957, 1.381, -0.585], [0.383, 2.005, -1.414], [2.427, -0.176, 0.693], [2.294, -1.414, 0.180], [3.247, -2.183, 0.250], [1.297, -1.797, -0.587], [0.018, -1.196, -0.554], [-0.594, -0.886, -1.674], [-2.082, -0.497, -1.639], [-2.386, 0.057, -0.303], [-2.133, -0.964, 0.804], [-0.641, -1.187, 0.806], [2.258, 3.131, 0.923], [3.319, 1.855, 1.742], [1.442, 2.106, 2.274], [-0.645, 2.087, -1.423], [3.398, 0.070, 1.078], [-0.191, -0.753, -2.708], [-2.823, -1.265, -1.979], [-2.334, 0.251, -2.416], [-1.814, 0.889, -0.196], [-3.434, 0.333, -0.200], [-2.558, -0.542, 1.677], [-2.624, -1.926, 0.809], [-0.257, -0.364, 1.369], [-0.501, -2.164, 1.208]]}

[5]
{"formula": "C10H14N2O7W", "method": "wB97M-V/def2-TZVPD", "homo_energy_ev": -24.85, "charge": 4, "lumo_energy_ha": -0.595, "relative_energy_kj_mol": 0.0, "symbols": ["W", "O", "C", "O", "C", "C", "C", "C", "C", "O", "C", "C", "O", "O", "H", "H", "H", "H", "H", "H", "H", "H", "C", "O", "C", "O", "N", "N", "H", "H", "H", "H", "H", "H"], "xyz": [[0.148, 0.000, -0.802], [-3.459, 1.832, 0.021], [-2.645, 1.428, 0.656], [-0.843, 1.354, -0.693], [-1.942, 0.795, 1.798], [-0.439, 1.119, 2.073], [-0.148, 0.773, 3.522], [-0.148, -0.773, 3.522], [-0.439, -1.119, 2.073], [0.278, 0.000, 1.330], [-1.942, -0.795, 1.798], [-2.645, -1.428, 0.656], [-3.459, -1.832, 0.021], [-0.843, -1.354, -0.693], [-2.557, 1.164, 2.635], [-0.064, 2.072, 1.707], [0.817, 1.183, 3.817], [-0.889, 1.215, 4.191], [0.817, -1.183, 3.817], [-0.889, -1.215, 4.190], [-0.064, -2.071, 1.706], [-2.557, -1.165, 2.634], [1.152, 0.000, -5.561], [2.142, 0.000, -4.403], [1.874, 0.000, -3.196], [0.666, 0.000, -2.673], [2.874, 0.000, -2.301], [2.512, 0.000, -0.933], [1.809, 0.000, -6.423], [0.571, 0.912, -5.479], [0.570, -0.912, -5.478], [3.858, 0.000, -2.569], [2.943, 0.818, -0.481], [2.943, -0.818, -0.481]]}

[6]
{"formula": "C10H14N3O5Y", "method": "wB97M-V/def2-TZVPD", "homo_energy_ev": -15.22, "charge": 2, "lumo_energy_ha": -0.329, "symbols": ["O", "C", "Y", "C", "O", "C", "O", "C", "O", "C", "O", "H", "C", "N", "C", "C", "N", "N", "C", "C", "H", "H", "H", "H", "H", "H", "H", "H", "H", "H", "H", "H", "H"], "xyz": [[-3.732, -1.135, 0.133], [-2.698, -0.678, 0.337], [-0.175, 0.196, 0.568], [2.070, 0.230, -0.251], [3.085, 0.141, -0.795], [0.612, -1.737, -0.717], [1.158, -2.555, -1.360], [-0.191, 0.387, -1.855], [-0.146, 0.270, -2.998], [0.849, -1.727, 1.739], [1.269, -2.728, 2.129], [-0.569, -1.670, -0.391], [-0.718, 5.098, -0.108], [-0.594, 4.715, 1.298], [-0.574, 5.811, 2.246], [-0.407, 3.412, 1.600], [-0.315, 2.516, 0.598], [-0.305, 2.950, 2.874], [-0.564, 3.720, 4.078], [-0.077, 1.518, 3.052], [-0.931, 6.166, -0.144], [-1.541, 4.562, -0.594], [0.209, 4.906, -0.665], [-1.456, 5.808, 2.895], [0.341, 5.825, 2.845], [-0.604, 6.739, 1.671], [-0.355, 3.009, -0.300], [-1.548, 4.205, 4.055], [-0.560, 3.020, 4.918], [0.226, 4.459, 4.267], [-0.971, 0.932, 2.726], [0.845, 1.204, 2.516], [0.077, 1.309, 4.112]]}

Question: The highest charge belongs to which entry?
Answer: C10H14N2O7W

What did the first record say?
{"formula": "C10H14F2N", "method": "wB97M-V/def2-TZVPD", "homo_energy_ev": -13.04, "charge": 1, "smiles": "C[NH2+][C@]12C[C@@]1(C)C=CCC(F)=C2F", "lumo_energy_ha": -0.114, "relative_energy_kj_mol": 0.0, "symbols": ["C", "N", "C", "C", "C", "C", "C", "C", "C", "C", "F", "C", "F", "H", "H", "H", "H", "H", "H", "H", "H", "H", "H", "H", "H", "H", "H"], "xyz": [[-2.050, -1.416, -0.717], [-1.863, -0.530, 0.532], [-0.401, -0.146, 0.708], [-0.098, 0.992, 1.690], [0.156, 1.212, 0.223], [-0.848, 2.249, -0.385], [1.581, 1.398, -0.250], [2.316, 0.480, -0.898], [1.851, -0.975, -1.094], [1.528, -1.645, 0.201], [2.374, -2.644, 0.382], [0.369, -1.428, 0.844], [0.145, -2.065, 1.997], [-2.710, -2.263, -0.556], [-2.310, -0.768, -1.612], [-1.106, -2.004, -0.763], [-2.100, -1.186, 1.231], [-2.352, 0.348, 0.510], [0.722, 0.835, 2.301], [-0.961, 1.534, 1.938], [-1.696, 2.362, 0.290], [-1.094, 1.927, -1.435], [-0.254, 3.187, -0.339], [1.847, 2.459, -0.038], [3.251, 0.594, -1.354], [1.035, -1.090, -1.769], [2.668, -1.419, -1.637]]}